{"formula": "CH8N2O2Si", "method": "ωB97M-V with the def2-TZVPD basis set", "gap_ev": 8.453, "homo_ev": -7.980, "symbols": ["C", "N", "N", "O", "O", "Si", "H", "H", "H", "H", "H", "H", "H", "H"], "coordinates": [[-1.7730, -0.0142, 0.3471], [1.1713, 1.1579, -0.2918], [1.7471, -1.8056, 0.5482], [2.4963, 0.8535, 0.1194], [0.5464, -1.7363, -0.3014], [-0.2671, -0.3631, -0.7445], [-1.7453, -0.4495, 1.2742], [-1.9998, 0.9788, 0.4688], [-2.7348, -0.5579, -0.1384], [0.8413, 1.6596, 0.4258], [1.3975, 1.7551, -1.0166], [1.8143, -0.9058, 0.9040], [2.5449, -1.9169, -0.0613], [-0.4787, -0.0613, -2.1414]], "forces_ev_per_a": [[-1.4, -2.9, -3.8], [0.6, -4.5, -1.5], [-1.3, -2.3, -0.3], [-0.1, -0.9, 0.2], [-0.2, 0.5, -0.7], [2.2, 1.0, 2.3], [0.6, -1.2, 2.4], [-0.6, 2.5, 0.0], [2.1, 1.4, 0.8], [-2.0, 2.6, 3.2], [-0.5, 1.6, -2.3], [0.7, 2.3, 0.8], [-0.1, 0.2, -0.6], [-0.1, -0.3, -0.5]]}